(1)
Computed, not measured: 2 unconnected molecules or ions with the total composition C5H7NO2S, with ωB97M-V with the def2-TZVPD basis set.

As for the HOMO-LUMO gap: 8.8 eV. As for the highest occupied orbital energy: -0.3122 hartree. For the energy above the lowest of the compared OMol25 structures with the same formula, charge and spin, the calculation gives 128.37 kcal per mole.

Last column: natural (NBO) charge in e.
CARTESIAN COORDINATES (ANGSTROEM)
1 C -2.1021 0.4431 0.4619  0.06
2 C -1.8962 1.7870 0.4212  -0.57
3 C 0.2365 0.4058 -0.1871  0.03
4 C 3.5816 -0.1672 -0.0781  0.26
5 C -1.1116 -1.6540 -0.5320  -0.43
6 N -1.0596 -0.2926 -0.0038  -0.46
7 O 4.7275 -0.3691 0.3052  -0.52
8 O 0.5165 1.2573 0.9618  -0.66
9 S -0.2785 2.2044 -0.0839  0.90
10 H -2.9163 -0.0335 0.9042  0.22
11 H -2.6912 2.5196 0.5634  0.25
12 H 2.7235 -0.6735 0.4388  0.13
13 H 3.4772 0.4319 -0.9678  0.12
14 H 0.0054 -1.8882 -0.9282  0.25
15 H -1.5634 -2.4318 0.2711  0.23
16 H -1.6491 -1.5392 -1.5467  0.20

Atoms 1-3, force components in eV/Å:
C 2.2 0.7 -0.7
C -0.7 0.6 -0.5
C -0.6 -1.6 -0.1

=====

(2)
Computed, not measured: a molecular structure, C26H20N4O6V, with ωB97M-V with the def2-TZVPD basis set.

As for the HOMO-LUMO gap (spin up / spin down): 6.7 / 7.6 eV. As for the highest occupied orbital energy (spin up / spin down): -0.2605 / -0.3165 hartree. For the energy above the lowest of the compared OMol25 structures with the same formula, charge and spin, the calculation gives 0.00 kcal per mole. The spin multiplicity is 4.

Last column: Löwdin spin population.
CARTESIAN COORDINATES (ANGSTROEM)
1 V 0.5887 -0.5070 -0.8617  2.03
2 O 3.4056 -4.7993 2.3894  0.00
3 C 2.8218 -3.8881 1.5809  0.01
4 C 1.8545 -4.2423 0.6390  0.00
5 C 1.3343 -3.2334 -0.1446  0.01
6 N 1.7479 -1.9862 0.0035  -0.01
7 C 2.6057 -1.6160 0.9454  0.01
8 C 3.1993 -2.5535 1.7612  0.00
9 C 2.7003 -0.0922 1.0853  0.00
10 O 3.4703 0.4052 1.8734  0.01
11 O 1.8344 0.5122 0.3183  0.01
12 C 0.1776 -3.3554 -1.1396  0.01
13 O -0.2994 -4.4364 -1.3931  0.01
14 O -0.1837 -2.1855 -1.5895  0.01
15 H 3.0710 -5.6786 2.1904  0.00
16 H 1.4955 -5.2566 0.5187  0.00
17 H 3.9008 -2.2576 2.5276  0.00
18 C -4.6253 1.6933 -1.1717  0.02
19 C -4.1034 0.4673 -0.7869  0.00
20 C -2.7792 0.1523 -1.0579  0.02
21 C -1.9767 1.0734 -1.7188  0.01
22 C -2.4929 2.3009 -2.1201  0.02
23 C -3.8154 2.6052 -1.8400  0.00
24 N -0.6038 0.7366 -1.9170  0.23
25 N -0.0801 1.3407 -2.9724  0.31
26 C 1.2008 0.9261 -3.2357  0.04
27 C 1.8683 1.4701 -4.3457  0.04
28 C 3.1302 1.0291 -4.6418  0.03
29 C 3.7285 0.0432 -3.8450  0.06
30 C 3.0172 -0.4464 -2.7793  0.02
31 N 1.7806 -0.0220 -2.4759  0.07
32 H -5.6570 1.9401 -0.9587  0.00
33 H -4.7263 -0.2582 -0.2795  0.00
34 H -2.3778 -0.8129 -0.7824  0.00
35 H -1.8585 3.0050 -2.6382  0.00
36 H -4.2183 3.5632 -2.1431  0.00
37 H 1.3596 2.2203 -4.9330  0.00
38 H 3.6615 1.4360 -5.4925  0.00
39 H 4.7198 -0.3326 -4.0490  0.00
40 H 3.4247 -1.2054 -2.1231  0.00
41 C -0.5281 -1.2128 3.3519  0.00
42 C -0.7491 -0.2728 2.2014  0.01
43 O -0.5534 -0.6937 1.0640  0.01
44 C -1.2062 1.1126 2.4628  0.00
45 C -1.7806 1.4423 3.6891  0.00
46 C -2.2478 2.7275 3.9147  0.00
47 C -2.1219 3.6867 2.9194  0.00
48 C -1.5296 3.3689 1.7048  0.00
49 C -1.0736 2.0825 1.4750  0.00
50 H -0.1713 -2.1620 2.9620  0.00
51 H -1.4535 -1.3750 3.9074  0.00
52 H 0.1981 -0.7877 4.0464  0.00
53 H -1.8803 0.6991 4.4689  0.00
54 H -2.7052 2.9783 4.8621  0.00
55 H -2.4824 4.6921 3.0966  0.00
56 H -1.4211 4.1201 0.9341  0.00
57 H -0.5954 1.8395 0.5424  0.00

Atoms 1-3, force components in eV/Å:
V -0.5 0.3 0.1
O 0.0 0.1 0.0
C 0.1 -0.1 0.1

=====

(3)
Computed, not measured: 5 unconnected molecules or ions with the total composition C14H41N7O5, with ωB97M-V with the def2-TZVPD basis set.

As for the HOMO-LUMO gap (spin up / spin down): 1.7 / 9.2 eV. As for the highest occupied orbital energy (spin up / spin down): 0.0276 / -0.2479 hartree. The total charge is -1. For the energy above the lowest of the compared OMol25 structures with the same formula, charge and spin, the calculation gives 0.00 kcal per mole. The spin multiplicity is 2.

Last column: Löwdin spin population.
CARTESIAN COORDINATES (ANGSTROEM)
1 C -1.8114 0.9068 -1.3571  0.01
2 C -1.4061 0.0437 -2.4670  0.00
3 C -2.5773 -0.7937 -3.0638  0.00
4 O -3.4118 -1.5190 -2.1712  0.00
5 C -2.9317 -2.8005 -1.8093  0.00
6 N -0.6168 0.8367 -3.4093  0.00
7 H -2.1038 0.3279 -0.4811  0.00
8 H -2.6867 1.4545 -1.7064  0.00
9 H -1.0919 1.6606 -1.0374  0.00
10 H -0.7243 -0.5674 -1.8755  0.00
11 H -2.1061 -1.3979 -3.8390  0.00
12 H -3.3085 -0.1484 -3.5508  0.00
13 H -3.5923 -3.1977 -1.0387  0.00
14 H -1.8758 -2.8155 -1.5393  0.00
15 H -2.8987 -3.4187 -2.7065  0.00
16 H -0.9847 1.7758 -3.3544  0.01
17 H 0.2419 1.0417 -2.9188  0.00
18 C 3.7556 -1.8566 -2.8915  0.03
19 C 2.5074 -1.0536 -2.7405  0.01
20 C 2.7563 0.3728 -2.3130  0.06
21 O 1.5549 0.9983 -1.7901  0.04
22 C 1.8039 2.2938 -1.2375  0.17
23 N 1.8586 -1.0870 -4.0809  0.00
24 H 4.3100 -2.1063 -1.9868  0.02
25 H 4.5083 -1.3146 -3.4641  0.01
26 H 3.5794 -2.7879 -3.4297  0.00
27 H 1.7800 -1.4833 -2.0518  0.00
28 H 3.1420 1.0276 -3.0943  0.01
29 H 3.4140 0.3757 -1.4438  0.05
30 H 2.6171 2.8221 -1.7353  0.06
31 H 2.1139 2.2078 -0.1960  0.04
32 H 0.9078 2.9142 -1.2551  0.04
33 H 0.9594 -0.6285 -4.1171  0.00
34 H 1.6759 -2.0049 -4.4608  0.00
35 C -2.3166 2.1702 2.1777  0.01
36 C -1.3643 2.7138 3.2244  0.00
37 C -0.3240 3.7128 2.7235  0.02
38 O 0.7658 3.7458 3.6997  0.01
39 C 1.9657 4.1287 3.2015  0.12
40 N -2.2519 3.4603 4.1189  0.00
41 H -2.7958 3.0316 1.7124  0.00
42 H -3.0673 1.4791 2.5612  0.00
43 H -1.7749 1.6928 1.3612  0.00
44 H -0.9421 1.8958 3.8080  0.00
45 H -0.7477 4.7169 2.7441  0.01
46 H 0.0397 3.6617 1.6973  0.01
47 H 1.8822 5.1156 2.7463  0.02
48 H 2.2769 3.3487 2.5067  0.04
49 H 2.7057 4.1504 4.0015  0.01
50 H -2.6917 2.6798 4.5852  0.00
51 H -1.8818 4.0127 4.8791  0.00
52 C -0.5076 -4.7685 2.0299  0.02
53 O -1.0103 -4.3353 1.0413  0.00
54 N 0.0367 -4.0624 2.9652  0.01
55 N -0.5496 -6.0396 2.3355  0.00
56 H -0.0952 -3.0673 2.8540  0.00
57 H 0.4311 -4.4632 3.8042  0.01
58 H 0.0369 -6.3261 3.1063  0.00
59 H -1.0828 -6.7241 1.8185  0.00
60 C 0.3124 -0.8322 1.5646  0.04
61 O -0.0925 -1.1012 2.6405  0.02
62 N 0.3185 -1.7278 0.6454  0.00
63 N 0.7629 0.3345 1.1842  0.02
64 H 0.0038 -2.6540 0.8966  0.00
65 H 0.4212 -1.3902 -0.3010  0.00
66 H 0.8723 0.9878 1.9466  0.01
67 H 1.3058 0.3744 0.3335  0.01

Atoms 1-3, force components in eV/Å:
C -2.1 1.3 1.3
C 0.8 -0.6 1.0
C 0.3 0.7 -0.2